{
  "formula": "C23H50AuNO6P2Si",
  "method": "ωB97M-V with the def2-TZVPD basis set",
  "species": ["Au", "P", "C", "C", "N", "C", "C", "C", "C", "C", "P", "H", "H", "H", "H", "H", "H", "H", "H", "O", "H", "H", "O", "H", "C", "H", "H", "H", "C", "H", "H", "H", "C", "H", "H", "H", "C", "H", "H", "H", "C", "C", "C", "C", "O", "Si", "O", "O", "C", "C", "C", "C", "O", "C", "C", "C", "C", "H", "H", "H", "H", "H", "H", "H", "H", "H", "H", "H", "H", "H", "H", "H", "H", "H", "H", "H", "H", "H", "H", "H", "H", "H", "H", "H"],
  "coordinates": [[0.084, -0.940, -1.282], [2.367, -1.420, -1.614], [2.548, -1.900, -3.295], [1.353, -2.122, -4.004], [0.133, -1.725, -3.487], [-1.047, -2.066, -4.042], [-1.075, -2.743, -5.245], [0.144, -3.108, -5.862], [1.339, -2.803, -5.284], [-2.337, -1.570, -3.348], [-1.887, -0.138, -2.307], [2.325, -3.111, -5.618], [-2.043, -2.943, -5.681], [0.128, -3.618, -6.802], [-3.086, -1.340, -4.123], [-2.769, -2.321, -2.657], [4.208, 2.197, -5.672], [3.472, -1.790, -3.884], [1.349, 2.311, -1.418], [3.417, 1.721, -5.859], [2.914, 2.316, -6.455], [-0.009, 0.647, -1.536], [0.555, 2.533, -1.900], [0.634, 2.420, -2.848], [-1.900, 1.268, -3.513], [-2.862, 1.195, -4.030], [-1.843, 2.238, -2.996], [-1.093, 1.188, -4.263], [-3.202, 0.128, -1.105], [-2.857, 0.895, -0.401], [-4.142, 0.433, -1.588], [-3.354, -0.806, -0.550], [2.648, -2.938, -0.674], [3.715, -3.180, -0.778], [2.371, -2.779, 0.383], [2.043, -3.745, -1.106], [3.678, -0.277, -1.188], [3.348, 0.338, -0.316], [4.553, -0.896, -0.905], [3.996, 0.399, -2.021], [2.237, -1.620, 2.821], [0.761, -1.885, 3.123], [0.144, -2.825, 2.089], [0.646, -2.501, 4.517], [0.032, -0.638, 3.156], [-0.090, 0.539, 1.969], [0.733, 0.267, 0.628], [-1.732, 0.723, 1.730], [-2.799, 0.613, 2.720], [-3.255, -0.839, 2.793], [-2.330, 1.063, 4.099], [-3.952, 1.512, 2.282], [0.366, 1.896, 2.800], [0.733, 3.205, 2.288], [0.182, 3.496, 0.899], [0.145, 4.213, 3.268], [2.257, 3.314, 2.292], [2.805, -2.567, 2.794], [2.662, -0.992, 3.617], [2.356, -1.093, 1.865], [0.679, -3.790, 2.068], [0.180, -2.379, 1.081], [-0.909, -3.019, 2.340], [1.087, -1.832, 5.266], [-0.403, -2.680, 4.782], [1.179, -3.461, 4.555], [-2.438, -1.476, 3.160], [-4.103, -0.929, 3.491], [-3.581, -1.198, 1.806], [-1.958, 2.095, 4.078], [-3.183, 1.025, 4.795], [-1.548, 0.405, 4.497], [-3.627, 2.563, 2.222], [-4.356, 1.206, 1.307], [-4.763, 1.451, 3.026], [-0.915, 3.446, 0.881], [0.476, 4.513, 0.586], [0.557, 2.802, 0.148], [0.545, 4.032, 4.272], [0.400, 5.235, 2.962], [-0.949, 4.122, 3.303], [2.634, 3.154, 3.312], [2.715, 2.570, 1.626], [2.568, 4.318, 1.961]],
  "e_lumo_ha": [-0.278, -0.327],
  "s_squared": 2.06,
  "total_charge": 2,
  "total_energy_ha": -2519.97501,
  "homo_ha": [-0.5129, -0.5097],
  "multiplicity": 3
}